Arrangement P

41
Properties=species:S:1:pos:R:3:lowdin_charge:R:1 method="wB97M-V/def2-TZVPD" smiles="NC(=O)C[C@H](NC(=O)[C@@H](N)Cc1c[nH]c2ccccc12)C(=O)O" homo_energy_ev=-7.887 lumo_ev=0.1
C 0.636 -2.358 1.285 -0.30
C 1.466 -1.746 -0.068 -0.36
C -0.635 -1.374 1.445 -0.10
C -1.424 -1.190 0.243 -0.23
C -1.346 -1.877 -1.003 0.03
C -2.404 -0.213 0.135 -0.10
C -3.122 -0.466 -1.034 -0.29
C -2.824 1.059 0.887 -0.01
C -4.201 0.267 -1.307 -0.06
C -3.942 1.784 0.513 -0.15
C -4.604 1.408 -0.639 -0.12
C 2.639 0.166 -1.035 -0.15
C 4.204 -0.044 -1.164 -0.49
C 1.995 1.533 -1.081 -0.08
C 2.114 2.158 0.192 -0.46
H 1.082 -1.573 2.948 0.09
H 2.332 -2.546 2.351 0.10
H 0.253 -3.307 1.011 0.12
H -0.450 -0.402 1.807 0.10
H -1.349 -1.920 2.047 0.13
H -0.686 -2.738 -1.416 0.15
H -2.563 -1.560 -2.674 0.14
H -2.519 1.173 1.958 0.10
H -4.881 0.008 -2.158 0.13
H -4.464 2.508 1.212 0.12
H -5.478 1.976 -1.122 0.13
H 2.062 -0.039 0.997 0.10
H 2.374 -0.581 -1.820 0.14
H 0.895 1.463 -1.244 0.15
H 2.399 2.058 -1.947 0.16
H 1.454 3.661 1.285 0.13
H 0.219 2.952 0.417 0.08
H 4.565 1.473 0.024 0.06
N 1.318 -2.465 2.468 0.04
N -2.500 -1.462 -1.690 0.08
N 2.198 -0.633 0.226 0.15
N 1.182 3.210 0.383 0.16
O 1.364 -2.211 -1.205 0.01
O 4.477 -1.077 -1.633 0.16
O 3.166 2.111 0.926 0.02
O 4.998 0.816 -0.520 0.13


Arrangement Q

41
Properties=species:S:1:pos:R:3:lowdin_charge:R:1 method="wB97M-V/def2-TZVPD" homo_energy_ev=-8.244 lumo_ev=0.2
C 1.746 -0.529 -1.584 -0.40
C 0.369 0.038 -1.957 -0.39
C 1.951 -0.020 -0.137 -0.08
C 3.187 -0.429 0.585 -0.54
C -1.983 0.113 -1.555 -0.18
C -2.588 0.666 -2.916 -0.51
C -2.002 1.550 -0.872 -0.11
C -1.641 1.398 0.616 -0.11
C -0.273 1.751 0.893 -0.10
C -1.829 0.312 1.631 -0.08
C -0.594 0.208 2.366 -0.28
C -2.911 -0.756 1.942 0.02
C -0.215 -0.841 3.307 -0.03
C -2.491 -1.715 2.947 -0.13
C -1.263 -1.747 3.665 -0.15
H 2.780 -1.096 -3.154 0.15
H 2.241 0.773 -2.825 0.19
H 1.741 -1.636 -1.549 0.15
H 1.976 1.054 0.278 0.14
H 1.230 -0.456 0.687 0.14
H 5.121 -0.702 0.969 0.13
H 4.928 -0.750 -0.872 0.16
H -0.638 -1.237 -0.705 0.19
H -2.868 -0.542 -1.092 0.19
H -1.367 2.260 -1.539 0.13
H -3.147 1.939 -1.295 0.19
H 0.196 2.616 0.308 0.15
H 1.208 1.402 2.255 0.14
H -3.754 -1.134 1.392 0.08
H 1.071 -1.355 3.581 0.22
H -3.101 -2.609 3.091 0.09
H -0.923 -2.530 4.480 0.13
H -0.999 1.642 -3.390 0.06
N 2.853 -0.221 -2.409 0.01
N 4.437 -0.818 0.148 0.10
N -0.706 -0.576 -1.531 0.15
N 0.306 1.112 1.967 0.05
O 0.340 1.106 -2.652 -0.01
O 3.191 -0.232 1.813 -0.04
O -3.779 0.715 -3.045 0.09
O -1.802 1.279 -3.842 0.08


In order of decreasing stability: arrangement P, arrangement Q.


Arrangement P

47
Properties=species:S:1:pos:R:3:lowdin_charge:R:1 method="wB97M-V/def2-TZVPD" multiplicity=3 homo_energy_ev="-12.149 / -12.298" lumo_ev="-4.5 / -4.2" total_charge=+1 s_squared=2.012
Mo 0.208 0.740 0.615 1.88
O 0.954 -1.282 -1.092 -0.12
C 1.881 -2.269 -0.620 -0.19
C 1.626 -2.439 0.857 -0.15
N 1.678 -1.161 1.589 -0.19
C 3.012 -0.512 1.523 -0.06
C 3.058 0.449 0.356 -0.57
O 3.825 0.417 -0.559 0.14
O 2.059 1.349 0.470 -0.23
C 1.223 -1.315 2.974 -0.08
C 0.610 -0.037 3.546 -0.52
O 0.432 0.207 4.689 0.17
O 0.190 0.775 2.526 -0.30
H 1.288 -0.893 -1.907 0.10
H 2.904 -1.953 -0.824 0.12
H 1.713 -3.223 -1.122 0.13
H 2.348 -3.153 1.269 0.14
H 0.628 -2.857 1.003 0.13
H 3.822 -1.240 1.458 0.15
H 3.143 0.081 2.428 0.15
H 2.013 -1.656 3.647 0.15
H 0.422 -2.058 2.994 0.14
I -4.622 -0.922 3.951 0.99
C -3.583 -1.045 2.173 -0.72
C -3.968 -1.911 1.159 -0.10
C -3.234 -1.948 -0.014 -0.02
C -2.130 -1.128 -0.138 -0.12
N -1.752 -0.298 0.844 -0.08
C -2.466 -0.252 1.978 -0.18
H -4.834 -2.549 1.284 0.11
H -3.506 -2.602 -0.829 0.12
H -1.524 -1.128 -1.033 0.10
H -2.129 0.439 2.738 0.10
C 0.518 1.423 -3.760 -0.15
Si -0.383 2.302 -2.430 0.37
C -2.153 2.561 -2.803 -0.16
C 0.482 3.811 -1.856 -0.15
O -0.308 1.245 -1.049 -0.51
H 0.593 2.075 -4.635 0.05
H 0.006 0.510 -4.073 0.04
H 1.541 1.181 -3.456 0.04
H -2.250 3.299 -3.605 0.05
H -2.700 2.941 -1.938 0.04
H -2.633 1.640 -3.143 0.04
H 0.388 4.631 -2.571 0.05
H 1.544 3.602 -1.708 0.05
H 0.067 4.155 -0.906 0.04


Arrangement Q

47
Properties=species:S:1:pos:R:3:lowdin_charge:R:1 method="wB97M-V/def2-TZVPD" multiplicity=3 homo_energy_ev="-11.487 / -12.444" lumo_ev="-3.9 / -4.1" total_charge=+1 s_squared=2.010
Mo 0.068 0.129 0.370 1.81
O -1.932 -0.439 -0.899 -0.12
C -2.934 0.475 -0.448 -0.16
C -2.789 0.807 1.044 -0.12
N -1.444 1.336 1.324 -0.29
C -1.301 2.706 0.796 -0.04
C -0.769 2.620 -0.658 -0.57
O -1.058 3.409 -1.508 0.16
O 0.010 1.575 -0.802 -0.19
C -1.061 1.286 2.743 -0.06
C 0.478 1.518 2.780 -0.57
O 1.012 2.235 3.572 0.16
O 1.087 0.851 1.824 -0.17
H -2.174 -1.331 -0.600 0.11
H -3.924 0.050 -0.647 0.14
H -2.825 1.377 -1.063 0.13
H -2.922 -0.108 1.632 0.12
H -3.567 1.528 1.325 0.15
H -0.550 3.256 1.376 0.15
H -2.237 3.275 0.823 0.15
H -1.254 0.282 3.147 0.13
H -1.574 2.037 3.352 0.15
I 1.634 -3.390 -4.056 0.94
C 2.217 -1.988 -2.599 -0.68
C 3.488 -1.427 -2.596 -0.08
C 3.786 -0.536 -1.567 -0.01
C 2.822 -0.201 -0.646 -0.08
N 1.568 -0.704 -0.679 -0.13
C 1.302 -1.625 -1.632 -0.18
H 4.216 -1.664 -3.355 0.11
H 4.771 -0.104 -1.504 0.12
H 3.023 0.508 0.151 0.12
H 0.311 -2.073 -1.589 0.09
C 0.701 -2.688 3.313 -0.14
Si -0.570 -2.879 1.910 0.40
C -2.364 -3.085 2.534 -0.16
C -0.220 -4.233 0.610 -0.15
O -0.456 -1.425 1.149 -0.51
H 0.623 -3.481 4.045 0.03
H 0.572 -1.741 3.838 0.03
H 1.710 -2.707 2.908 0.03
H -2.454 -4.066 2.987 0.03
H -3.103 -3.041 1.738 0.03
H -2.646 -2.365 3.296 0.03
H -0.442 -5.212 1.018 0.03
H 0.822 -4.242 0.305 0.03
H -0.832 -4.112 -0.283 0.03


In order of decreasing stability: arrangement Q, arrangement P.


Arrangement P

13
Properties=species:S:1:pos:R:3:lowdin_charge:R:1 method="wB97M-V/def2-TZVPD" homo_energy_ev=-8.219 lumo_ev=-3.5
C 0.375 0.776 2.620 0.26
C 0.173 0.350 1.504 -0.07
C -0.353 0.777 -0.872 -0.05
C 0.167 -1.567 -0.028 -0.52
C -0.038 -0.144 0.238 -0.35
Br 2.141 -1.838 -0.386 0.62
Br -3.346 -1.139 0.153 -0.39
H 0.525 1.162 3.585 0.05
H -0.714 1.731 -0.491 0.10
H 0.545 0.959 -1.468 0.11
H -1.097 0.337 -1.535 0.08
H -0.045 -2.213 0.820 0.08
H -0.329 -1.909 -0.934 0.06


Arrangement Q

13
Properties=species:S:1:pos:R:3:lowdin_charge:R:1 method="wB97M-V/def2-TZVPD" homo_energy_ev="-8.155 / -7.292" lumo_ev="-0.4 / -0.5"
C -0.429 2.002 -0.247 -0.17
C 0.206 1.056 -0.770 -0.26
C 1.764 -0.883 -0.479 -0.14
C -1.762 -0.438 1.572 -0.51
C 0.659 -0.130 -1.138 -0.73
Br -2.117 1.304 1.213 0.91
Br -0.096 -0.964 -2.691 0.70
H -0.459 3.064 -0.237 0.03
H 2.474 -1.262 -1.216 0.07
H 2.276 -0.240 0.237 0.08
H 1.354 -1.743 0.062 0.08
H -2.446 -1.138 1.125 -0.03
H -1.423 -0.628 2.571 -0.04


In order of decreasing stability: arrangement P, arrangement Q.


Arrangement P

14
Properties=species:S:1:pos:R:3:lowdin_charge:R:1 method="wB97M-V/def2-TZVPD" smiles="C/C=C(/Cl)CN" homo_energy_ev=-9.308 lumo_ev=1.0
C -1.196 1.755 -1.611 -0.08
C -0.285 1.411 -0.404 -0.18
C -0.074 0.212 0.118 -0.71
C -0.680 -1.135 -0.310 -0.30
H -0.693 2.527 -2.160 0.06
H -1.376 0.890 -2.290 0.08
H -2.144 2.158 -1.324 0.06
H 0.230 2.294 0.096 0.11
H -1.322 -1.468 0.461 0.10
H -1.319 -0.885 -1.117 0.08
H 1.021 -1.961 -1.221 0.08
H 0.750 -2.383 0.257 0.05
N 0.228 -2.242 -0.622 -0.01
Cl 0.980 0.062 1.464 0.67


Arrangement Q

14
Properties=species:S:1:pos:R:3:lowdin_charge:R:1 method="wB97M-V/def2-TZVPD" homo_energy_ev=-8.358 lumo_ev=0.9
C 0.782 -0.976 -2.072 -0.05
C 0.496 1.527 1.472 -0.02
C -0.761 -0.713 1.069 -0.17
C 0.372 0.168 1.291 -0.80
N -0.085 -0.595 -2.943 -0.03
Cl 1.871 -0.701 1.463 0.62
H 1.775 -0.615 -2.382 0.01
H 1.363 1.974 1.594 -0.02
H -0.359 2.238 1.459 0.07
H -1.026 -0.830 -2.860 0.05
H -0.753 -1.454 1.901 0.08
H -1.745 -0.107 1.129 0.11
H -0.602 -1.251 0.118 0.03
H 0.142 -0.103 -3.842 0.12


Arrangement R

14
Properties=species:S:1:pos:R:3:lowdin_charge:R:1 method="wB97M-V/def2-TZVPD" smiles=CC1(C)N[C@H]1Cl homo_energy_ev=-9.519 lumo_ev=0.9
C 1.246 0.658 -0.207 -0.69
C -0.114 0.066 0.010 -0.53
C -1.395 0.657 -0.715 -0.01
C -0.086 -1.396 0.364 -0.07
N 0.500 0.985 1.013 0.06
Cl 2.694 -0.323 -0.243 0.63
H 1.221 1.509 -0.975 0.13
H -1.784 0.043 -1.415 0.02
H -1.123 1.640 -1.214 0.09
H -2.139 1.019 0.028 0.09
H 0.347 -2.004 -0.509 0.11
H -0.822 -1.723 0.991 0.05
H 0.734 -1.532 1.102 0.06
H 0.722 0.402 1.769 0.06


In order of decreasing stability: arrangement P, arrangement R, arrangement Q.


Arrangement P

7
Properties=species:S:1:pos:R:3:lowdin_charge:R:1 method="wB97M-V/def2-TZVPD" smiles="IC1C=C1" homo_energy_ev=-8.950 lumo_ev=0.6
C -0.449 0.128 -0.622 -0.04
C -0.302 0.054 0.697 -0.09
C 0.769 0.643 -0.023 -0.58
I 0.806 2.978 0.160 0.44
H -1.030 0.209 -1.545 0.12
H -0.696 0.031 1.737 0.13
H 1.788 0.458 -0.040 0.02


Arrangement Q

7
Properties=species:S:1:pos:R:3:lowdin_charge:R:1 method="wB97M-V/def2-TZVPD" homo_energy_ev="-8.290 / -8.344" lumo_ev="-3.8 / -3.6"
C 1.353 1.867 -0.420 -0.25
C 1.467 0.712 -0.174 -0.22
C -0.980 -1.522 0.584 -0.42
I -2.028 0.136 0.012 0.97
H 1.368 2.798 -0.880 -0.05
H 0.096 -1.557 0.895 -0.02
H -1.276 -2.435 -0.017 0.00


In order of decreasing stability: arrangement P, arrangement Q.